No. 1
13
Properties=species:S:1:pos:R:3:forces:R:3:lowdin_spin:R:1 method="wB97M-V/def2-TZVPD" energy_ev=-3722.7134 lumo_ev="1.29 / 0.75" spin_multiplicity=2 de_lowest_ev=0.482 largest_force_ha_per_bohr=0.024 orbital_gap_ev="5.3 / 12.8" e_homo_ev="-4.00 / -12.09"
N -1.9728 -0.0709 0.0861 0.66 0.74 -0.65 0.340
C 1.3039 -0.7019 0.1396 0.11 -0.71 -1.01 0.044
C 1.0567 0.8034 -0.1149 0.57 -0.15 -0.10 0.053
H -2.2608 0.0433 1.0791 -0.92 -0.64 0.38 0.141
H 2.0065 1.1371 -0.5417 -0.35 0.41 -0.19 0.002
H 0.2683 0.8880 -0.8698 0.36 0.33 0.00 0.039
H 2.1897 -0.9385 -0.4637 -0.07 -0.19 0.28 0.001
H 1.4891 -1.1196 1.1179 0.00 0.52 0.55 0.006
H -1.1971 -0.7488 0.0078 0.23 0.20 0.20 0.071
H 0.8552 1.5214 0.6935 -0.22 -0.76 0.11 0.017
H -1.6659 0.9047 -0.1256 0.31 -0.26 -0.32 0.107
H -2.6217 -0.3324 -0.7008 -0.78 -0.06 0.51 0.151
H 0.5489 -1.3857 -0.3076 0.10 0.57 0.23 0.029



No. 2
13
Properties=species:S:1:pos:R:3:forces:R:3:lowdin_spin:R:1 method="wB97M-V/def2-TZVPD" energy_ev=-3702.6869 lumo_ev="-8.45 / -16.06" spin_multiplicity=2 charge=+2 de_lowest_ev=1.769 largest_force_ha_per_bohr=0.103 orbital_gap_ev="15.2 / 7.7" e_homo_ev="-23.66 / -23.71"
N -1.7496 -0.5186 -0.9247 0.19 -1.36 -2.63 0.002
C 0.8636 -0.2874 1.0589 0.70 4.92 1.81 0.367
C 1.2811 0.9472 0.1207 -1.79 -1.34 -0.56 0.289
H -0.7819 -0.6960 -0.6823 -0.05 -0.63 0.16 0.002
H -2.4015 -1.2746 -0.6014 0.58 0.52 -0.49 0.000
H 2.3837 1.1011 0.1740 0.01 -0.80 0.06 0.060
H 1.4049 -1.0320 0.6380 2.71 -2.75 -1.18 0.061
H -0.1814 -0.3184 1.1811 -1.57 0.58 0.40 0.045
H 0.6293 1.8499 0.3569 0.18 -1.13 -0.33 0.044
H -1.9889 0.3449 -0.5094 -0.88 1.50 0.46 0.000
H -1.7183 -0.4206 -2.0059 -0.70 -0.25 1.89 0.000
H 1.0899 0.5726 -0.9687 0.71 1.54 0.84 0.054
H 1.1690 -0.2681 2.1630 -0.08 -0.80 -0.42 0.076



No. 3
15
Properties=species:S:1:pos:R:3:forces:R:3:lowdin_charge:R:1 method="wB97M-V/def2-TZVPD" smiles=CNCN.O energy_ev=-7262.8719 lumo_ev=0.90 de_lowest_ev=1.051 largest_force_ha_per_bohr=0.046 orbital_gap_ev=9.0 e_homo_ev=-8.11
O -1.3031 -0.2643 2.6090 -0.44 -1.23 0.31 -0.074
N -0.2398 0.6760 -2.2855 -1.08 1.78 1.08 -0.001
N -0.0347 -0.2075 -0.0507 1.21 0.58 0.91 -0.148
C 1.3316 -0.4613 0.4496 -0.96 -0.43 -0.13 -0.135
C -0.2220 1.0057 -0.8389 0.43 -1.13 -1.00 -0.302
H -0.4470 -1.0063 -0.4980 0.10 0.00 -0.27 0.086
H -1.1811 1.4234 -0.5537 -0.26 0.21 -0.33 0.099
H -2.1273 -0.7325 2.7909 -0.61 0.78 0.32 0.032
H 0.5286 1.7872 -0.6412 -0.03 -0.58 0.16 0.115
H 2.1072 -0.0107 -0.1810 0.01 -0.06 0.08 0.069
H 1.4102 -0.0882 1.4752 0.23 0.11 -0.12 0.065
H 0.6100 0.3588 -2.7127 -0.02 -0.46 0.17 0.052
H -1.0848 0.1460 -2.4206 0.40 -0.41 -0.76 0.050
H -0.8390 -1.0776 2.3691 0.89 0.55 -0.38 0.020
H 1.4913 -1.5490 0.4885 0.12 0.31 -0.03 0.074



No. 4
15
Properties=species:S:1:pos:R:3:forces:R:3:lowdin_charge:R:1 method="wB97M-V/def2-TZVPD" smiles=NCN.CO energy_ev=-7263.0667 lumo_ev=1.03 de_lowest_ev=0.856 largest_force_ha_per_bohr=0.016 orbital_gap_ev=10.1 e_homo_ev=-9.03
O -2.1022 -0.4800 4.3655 0.25 -0.17 -0.02 -0.128
N 1.3173 -0.0651 -2.0159 -0.69 -0.17 -0.06 -0.017
N 2.6361 1.2409 -3.6891 -0.33 0.27 0.14 -0.016
C -3.3252 -1.0631 3.9222 0.67 0.27 -0.42 -0.157
C 2.5692 0.5540 -2.4014 -0.20 -0.03 -0.39 -0.384
H 2.3707 0.6557 -4.4721 0.09 -0.27 0.09 0.052
H 2.8255 1.3061 -1.6724 0.09 0.11 0.45 0.099
H -3.7386 -0.4262 3.1449 -0.44 0.22 0.13 0.071
H 0.9768 -0.6739 -2.7524 0.22 -0.21 0.04 0.056
H 3.3206 -0.2240 -2.3570 0.29 -0.09 -0.14 0.098
H 1.9242 1.9645 -3.6474 0.16 0.17 -0.24 0.055
H -3.9894 -1.2009 4.7552 -0.59 -0.10 0.15 0.070
H 0.5488 0.5851 -1.8716 0.37 0.22 0.10 0.058
H -3.1415 -2.0170 3.4258 0.21 -0.13 0.30 0.074
H -2.1925 -0.1559 5.2656 -0.11 -0.09 -0.15 0.069



No. 5
15
Properties=species:S:1:pos:R:3:forces:R:3:lowdin_charge:R:1 method="wB97M-V/def2-TZVPD" smiles=CNC.NO energy_ev=-7262.0437 lumo_ev=1.10 de_lowest_ev=1.879 largest_force_ha_per_bohr=0.006 orbital_gap_ev=10.0 e_homo_ev=-8.93
O -1.1216 1.6084 -0.9519 -0.21 0.17 0.05 -0.177
N 0.6954 -0.5162 -0.5603 0.11 -0.07 -0.29 -0.216
N -1.8651 1.5498 0.2719 0.19 -0.09 -0.01 -0.050
C 1.7210 -0.0473 0.3545 0.06 -0.13 0.13 -0.134
C -0.1802 -1.5030 0.0501 0.00 -0.09 0.08 -0.140
H 2.3910 0.6268 -0.1700 0.08 0.12 0.01 0.078
H 0.3647 -2.3693 0.4521 -0.02 0.04 0.00 0.076
H 2.3131 -0.8671 0.7924 -0.06 0.09 -0.03 0.078
H 1.2376 0.4968 1.1661 0.06 0.04 0.04 0.081
H -2.8414 1.4481 -0.0046 0.22 0.11 -0.01 0.065
H -0.8947 -1.8509 -0.6925 -0.10 -0.04 0.04 0.081
H 1.1329 -0.9142 -1.3855 -0.07 0.08 0.09 0.112
H -0.7230 -1.0207 0.8631 -0.07 -0.07 -0.02 0.071
H -0.4598 0.8841 -0.8771 -0.12 0.01 0.12 0.012
H -1.7699 2.4748 0.6917 -0.07 -0.17 -0.19 0.064



No. 6
15
Properties=species:S:1:pos:R:3:forces:R:3:lowdin_charge:R:1 method="wB97M-V/def2-TZVPD" smiles=CNCO.N energy_ev=-7263.7559 lumo_ev=1.01 de_lowest_ev=0.167 largest_force_ha_per_bohr=0.007 orbital_gap_ev=10.2 e_homo_ev=-9.22
O 1.0685 0.2951 -1.0045 -0.06 -0.05 -0.12 -0.076
N 0.3757 -2.2844 0.2517 -0.35 -0.05 -0.08 0.028
N -0.4764 0.6263 0.7486 -0.16 0.01 0.01 -0.138
C -1.6398 0.6730 -0.1317 0.04 0.15 -0.06 -0.132
C 0.7371 1.0943 0.0955 0.02 -0.22 -0.10 -0.332
H 1.0730 -0.6418 -0.7287 0.03 0.09 0.17 0.039
H -2.5388 0.4347 0.4345 -0.01 0.01 0.01 0.076
H -0.2477 -2.8463 -0.3197 0.13 -0.06 -0.05 0.026
H 1.5338 1.0898 0.8413 0.08 0.06 0.16 0.114
H 0.6253 2.1108 -0.2978 0.01 0.07 -0.08 0.115
H -0.2250 -1.6093 0.7264 0.24 0.05 0.08 0.002
H -0.6455 1.2001 1.5662 0.04 -0.06 0.04 0.104
H -1.5256 -0.0610 -0.9266 -0.01 -0.04 -0.01 0.070
H 0.7618 -2.9057 0.9527 0.05 0.04 0.01 0.023
H -1.7664 1.6514 -0.6156 -0.06 0.00 0.03 0.079



No. 7
15
Properties=species:S:1:pos:R:3:forces:R:3:lowdin_spin:R:1 method="wB97M-V/def2-TZVPD" energy_ev=-7253.9279 lumo_ev="-3.17 / -8.59" spin_multiplicity=2 charge=+1 de_lowest_ev=1.299 largest_force_ha_per_bohr=0.101 orbital_gap_ev="11.7 / 6.3" e_homo_ev="-14.90 / -14.89"
O -1.8109 -0.7090 -2.7091 1.32 1.10 0.83 0.000
N 0.1967 0.7729 0.4335 0.07 -3.32 0.23 0.507
N 0.4840 -0.3285 2.5185 -0.07 1.40 -0.62 0.312
C 0.1898 -0.4972 1.1042 2.33 -4.63 -0.51 0.020
C 1.1031 0.8758 -0.6580 2.79 -1.04 1.26 0.076
H 1.1708 -1.2146 0.7436 -2.88 2.19 0.51 0.001
H 1.4319 0.0076 2.6057 0.28 0.07 0.53 0.004
H 1.1007 -0.0236 -1.2840 -0.35 -0.27 0.23 0.031
H -2.1012 -1.1129 -3.5255 0.19 0.07 -0.43 0.000
H -1.0248 -0.1240 -2.8780 -1.43 -1.11 -0.39 0.000
H -0.1488 0.3187 2.9703 -0.22 -0.05 0.50 0.004
H 0.7708 1.6697 -1.2039 -0.11 2.41 -1.67 0.000
H -0.7067 -1.2051 1.0016 0.89 1.69 -0.28 0.006
H -0.7375 1.0384 0.2246 -1.01 1.18 0.21 0.016
H 2.2103 0.9359 -0.3228 -1.79 0.31 -0.40 0.024



No. 8
16
Properties=species:S:1:pos:R:3:forces:R:3:lowdin_charge:R:1 method="wB97M-V/def2-TZVPD" smiles=NCO.NCO energy_ev=-9310.7266 lumo_ev=0.85 de_lowest_ev=0.843 largest_force_ha_per_bohr=0.035 orbital_gap_ev=10.8 e_homo_ev=-9.95
O -1.2086 -1.5071 0.6366 0.10 0.49 0.00 -0.101
O 0.7889 0.7408 -2.2678 0.01 0.49 -0.29 -0.078
N 2.0307 0.1656 -0.2727 0.21 0.66 -0.30 0.015
N -1.7286 0.8415 1.0402 -0.16 0.14 -0.03 0.031
C 1.1469 -0.2699 -1.3320 0.27 0.39 0.68 -0.339
C -1.0624 -0.3262 1.4827 0.09 -1.75 0.40 -0.346
H 2.9534 0.3342 -0.6580 0.13 -0.07 0.08 0.067
H 1.6760 -1.0528 -1.8697 -0.31 -0.26 -0.05 0.117
H -2.0773 -1.8902 0.7877 -0.03 0.04 0.01 0.070
H -1.4885 1.0511 0.0797 0.11 0.05 -0.06 0.068
H 1.7226 1.0751 0.0780 -0.07 -0.35 0.21 0.069
H -1.4030 -0.6662 2.4706 -0.11 0.65 -0.05 0.116
H 0.0146 -0.2007 1.5640 0.02 0.27 -0.25 0.096
H 1.1251 1.5981 -1.9693 -0.06 -0.38 -0.07 0.075
H -2.7315 0.7171 1.0734 -0.07 0.08 0.05 0.070
H 0.2416 -0.6103 -0.8434 -0.14 -0.43 -0.31 0.072



No. 9
16
Properties=species:S:1:pos:R:3:forces:R:3:lowdin_charge:R:1 method="wB97M-V/def2-TZVPD" energy_ev=-9302.6147 lumo_ev=-4.23 de_lowest_ev=8.955 largest_force_ha_per_bohr=0.078 orbital_gap_ev=4.5 e_homo_ev=-8.78
O 0.0394 -0.1762 1.7432 -1.04 -0.32 -0.65 -0.223
O -0.8875 0.4549 -1.9020 0.55 1.11 1.57 -0.220
N 1.2467 -2.0001 0.3711 -1.59 -0.01 1.80 -0.038
N -0.8856 2.3888 -0.2272 -0.85 -1.09 2.59 0.184
C 1.1901 -0.9601 -0.5960 1.01 -0.18 -2.70 -0.230
C -1.1797 1.8713 0.8537 -0.41 2.76 -2.90 -0.023
H 0.5409 -0.1899 2.5794 -0.48 0.98 -0.08 0.036
H -1.8586 2.2530 1.5971 0.28 0.21 0.75 0.120
H 0.5016 -0.1652 -0.3698 0.07 0.13 0.13 0.013
H 2.1769 -0.5212 -0.8000 0.03 0.17 0.47 0.083
H -1.4743 0.3898 -2.6673 -0.12 0.65 0.13 -0.004
H 0.9119 -1.3077 -1.5986 -0.19 -0.13 0.20 0.071
H 0.7402 -2.8298 0.0873 0.26 -0.19 -0.66 0.063
H -0.8713 0.7908 0.9263 1.29 -2.11 1.76 0.072
H -0.7391 1.6230 -1.0834 -0.11 -1.67 -2.58 0.054
H 0.5483 -1.6214 1.0861 1.29 -0.30 0.15 0.041



No. 10
16
Properties=species:S:1:pos:R:3:forces:R:3:lowdin_charge:R:1 method="wB97M-V/def2-TZVPD" energy_ev=-9310.4932 lumo_ev=0.71 de_lowest_ev=1.076 largest_force_ha_per_bohr=0.034 orbital_gap_ev=9.9 e_homo_ev=-9.21
O -1.8116 -3.4786 -0.6663 -0.59 0.30 -0.05 -0.065
O -4.8397 -2.2588 -1.5699 -0.24 0.57 -0.15 -0.057
N 1.8710 3.2616 0.4983 -0.08 0.48 -0.28 0.064
N 1.2353 1.0819 1.2113 -0.11 -0.30 0.08 -0.053
C 2.2613 0.3752 0.4562 -0.03 0.66 1.19 -0.139
C 1.1488 2.3403 1.2215 -1.49 -0.72 0.53 -0.341
H -4.4932 -2.4399 -0.6944 0.15 -0.34 -0.01 0.026
H 0.2768 2.6875 1.8383 0.86 0.30 -0.70 0.117
H -0.9417 -3.8608 -0.7843 0.18 0.18 -0.18 0.029
H 1.3906 4.1258 0.3207 0.33 0.20 0.24 0.076
H -1.8873 -2.6855 -1.2208 0.34 -0.43 0.21 0.038
H 2.8733 3.3049 0.5437 -0.03 -0.10 -0.08 0.080
H -4.5929 -2.9757 -2.1545 0.16 -0.28 0.20 0.028
H 2.5427 -0.4189 1.1410 0.41 -0.32 -0.26 0.062
H 1.8348 -0.0843 -0.4356 0.17 0.27 -0.15 0.074
H 3.1318 1.0253 0.2948 -0.02 -0.46 -0.57 0.059